Arrangement i

Density functional theory data (the ωB97M-V functional and the def2-TZVPD basis) for one molecule with the formula C5H5N3.

Summary:
Orbital gap, eV: 7.98
Molecular weight, g/mol: 107.12
SMILES string: N=c1nccccn1
LUMO level, eV: -1.1
HOMO energy, Ha: -0.334

ORCA input file:
```
! wB97M-V def2-TZVPD RIJCOSX def2/J DEFGRID3
* xyz 0 1
C 1.54 0.14 -0.13
C -0.26 1.59 -0.08
C -1.43 0.67 0.07
C -1.46 -0.62 -0.12
C -0.32 -1.43 -0.11
H 3.06 -0.96 0.06
H -0.53 2.70 -0.01
H -2.29 1.30 0.44
H -2.42 -1.21 -0.18
H -0.63 -2.48 0.21
N 2.82 0.08 0.07
N 0.94 1.36 -0.17
N 0.98 -1.14 -0.04
*
```


Arrangement ii

Density functional theory data (the ωB97M-V functional and the def2-TZVPD basis) for one molecule with the formula C5H5N3.

Summary:
Orbital gap, eV: 8.42
Molecular weight, g/mol: 107.12
SMILES string: [H]/N=c1/cncccn1
LUMO level, eV: -1.0
HOMO energy, Ha: -0.345

ORCA input file:
```
! wB97M-V def2-TZVPD RIJCOSX def2/J DEFGRID3
* xyz 0 1
C 1.35 0.12 -0.58
C 0.68 -1.03 -1.08
C -1.46 -1.01 0.22
C -1.51 0.15 1.00
C -0.52 1.28 0.76
H 2.70 1.55 -0.65
H 1.29 -1.63 -1.77
H -2.24 -1.62 0.47
H -2.36 -0.13 1.78
H -0.63 2.08 1.57
N 2.66 0.40 -0.76
N -0.48 -1.50 -0.88
N 0.52 1.34 -0.11
*
```


Arrangement iii

Density functional theory data (the ωB97M-V functional and the def2-TZVPD basis) for C5H5N3 as an isolated structure.

Summary:
Orbital gap, eV: 8.60
Molecular weight, g/mol: 107.12
LUMO level, eV: 0.2
HOMO energy, Ha: -0.308

ORCA input file:
```
! wB97M-V def2-TZVPD RIJCOSX def2/J DEFGRID3
* xyz 0 1
C -0.41 0.40 0.22
C -1.79 0.19 -0.07
C 0.37 -0.81 0.41
C 1.77 -0.89 0.04
C 3.03 -0.64 -0.07
H -0.80 2.53 -0.19
H 0.95 1.58 1.14
H -2.63 1.01 -0.13
H -2.47 -1.71 -0.49
H 4.08 -0.33 -0.81
N 0.25 1.66 -0.08
N -1.71 -1.21 -0.06
N -0.64 -1.79 0.08
*
```


Which of them is the most stable? Correct choice: arrangement i.


Arrangement i

Density functional theory data (the ωB97M-V functional and the def2-TZVPD basis) for a 6-piece molecular cluster, C18H51N3O9 overall.

Summary:
Orbital gap, eV: 8.76
Molecular weight, g/mol: 453.62
SMILES string: COCCNCCOC.COCCNCCOC.COCCNCCOC.O.O.O
LUMO level, eV: 0.3
HOMO energy, Ha: -0.311

ORCA input file:
```
! wB97M-V def2-TZVPD RIJCOSX def2/J DEFGRID3
* xyz 0 1
C 2.85 -9.99 2.17
O 2.22 -9.09 1.26
C 3.08 -8.93 0.11
C 2.50 -7.91 -0.83
N 2.15 -6.61 -0.24
C 1.45 -5.78 -1.19
C 1.34 -4.37 -0.57
O 0.35 -3.52 -1.22
C 0.57 -3.22 -2.58
H 3.76 -10.51 1.88
H 2.10 -10.75 2.40
H 3.01 -9.52 3.14
H 3.31 -9.77 -0.55
H 4.04 -8.52 0.43
H 1.59 -8.42 -1.18
H 3.14 -7.90 -1.71
H 1.74 -6.82 0.66
H 0.45 -6.19 -1.33
H 1.96 -5.80 -2.15
H 2.29 -3.83 -0.66
H 1.10 -4.31 0.49
H -0.21 -2.60 -3.01
H 0.63 -4.16 -3.14
H 1.58 -2.81 -2.72
C 0.01 -1.41 2.61
O -0.52 -0.59 3.63
C -1.63 -1.30 4.25
C -1.93 -0.72 5.65
N -1.72 0.74 5.55
C -1.70 1.30 6.89
C -1.62 2.78 6.96
O -0.30 3.18 6.52
C -0.32 4.49 5.94
H 0.27 -2.38 3.03
H 0.93 -0.92 2.27
H -0.61 -1.47 1.72
H -1.47 -2.37 4.35
H -2.50 -1.27 3.60
H -1.33 -1.27 6.38
H -2.97 -0.90 5.93
H -0.86 0.80 5.02
H -0.70 1.00 7.24
H -2.36 0.85 7.63
H -1.73 3.02 8.02
H -2.51 3.17 6.47
H -0.55 5.21 6.72
H -1.02 4.61 5.11
H 0.62 4.77 5.45
C -1.65 9.14 -7.88
O -2.38 8.75 -6.72
C -1.90 7.58 -6.04
C -2.77 6.34 -6.37
N -2.28 5.06 -5.82
C -2.21 5.14 -4.33
C -1.65 3.81 -3.77
O -1.38 3.94 -2.36
C -0.86 2.66 -1.91
H -1.45 8.29 -8.53
H -0.64 9.56 -7.76
H -2.18 9.89 -8.46
H -2.08 7.82 -4.99
H -0.83 7.46 -6.14
H -2.79 6.27 -7.46
H -3.81 6.58 -6.13
H -3.14 4.53 -5.93
H -3.23 5.31 -3.97
H -1.49 5.90 -4.02
H -0.82 3.40 -4.35
H -2.47 3.10 -3.89
H -1.50 1.85 -2.27
H -0.77 2.63 -0.82
H 0.11 2.52 -2.39
O 1.34 -0.13 -0.54
H 1.68 -0.96 -0.89
H 1.15 0.40 -1.31
O 4.42 -0.98 1.80
H 3.69 -1.29 1.26
H 4.18 -0.07 2.02
O 2.77 1.90 1.09
H 2.26 2.41 1.72
H 2.16 1.22 0.78
*
```


Arrangement ii

Density functional theory data (the ωB97M-V functional and the def2-TZVPD basis) for a 6-piece molecular cluster, C18H51N3O9 overall.

Summary:
Orbital gap, eV: 9.43
Molecular weight, g/mol: 453.62
SMILES string: COC[C@H](C)N.COC[C@H](C)N.COC[C@H](C)N.OCCO.OCCO.OCCO
LUMO level, eV: 0.4
HOMO energy, Ha: -0.332

ORCA input file:
```
! wB97M-V def2-TZVPD RIJCOSX def2/J DEFGRID3
* xyz 0 1
C -3.72 0.97 -3.74
C -4.21 -0.47 -4.12
O -3.20 -1.02 -4.87
O -4.62 1.52 -3.01
H -3.44 1.60 -4.64
H -2.86 0.91 -3.11
H -5.03 -0.33 -4.66
H -4.40 -1.10 -3.24
H -2.57 -1.42 -4.25
H -5.19 1.96 -3.61
C 0.68 -3.24 2.01
C 1.69 -4.37 1.91
O 2.62 -4.39 2.97
O -0.09 -3.36 1.06
H 0.96 -2.23 2.17
H 0.16 -3.45 2.92
H 2.18 -4.34 0.93
H 1.15 -5.29 2.07
H 2.79 -3.50 3.04
H -0.51 -2.50 0.98
C -2.22 -0.50 0.81
C -2.81 0.02 -0.48
O -4.19 0.14 -0.40
O -0.93 -0.60 0.80
H -2.74 -1.45 1.10
H -2.51 0.28 1.61
H -2.65 -0.83 -1.14
H -2.55 0.94 -0.81
H -4.28 0.69 -1.21
H -0.71 0.32 0.76
C 2.59 -0.74 0.34
C 3.12 0.21 1.46
C 3.96 -0.57 2.45
O 2.96 -1.18 3.31
C 2.57 -0.33 4.34
N 3.84 1.39 0.81
H 3.46 -0.98 -0.24
H 1.95 -0.05 -0.30
H 2.11 -1.67 0.58
H 2.17 0.57 1.95
H 4.57 0.14 3.05
H 4.48 -1.42 1.92
H 3.02 -0.56 5.34
H 1.52 -0.39 4.60
H 2.69 0.81 4.17
H 4.83 1.15 0.94
H 3.67 2.16 1.35
C 0.16 2.40 2.72
C -0.24 2.83 1.40
C 0.46 4.16 1.16
O -0.30 5.12 1.94
C 0.09 6.39 1.82
N 0.16 1.91 0.44
H 1.27 2.16 2.75
H -0.48 1.61 3.08
H 0.03 3.24 3.39
H -1.42 2.86 1.38
H 0.46 4.57 0.13
H 1.45 4.19 1.60
H 1.11 6.52 2.23
H -0.51 7.11 2.30
H 0.31 6.64 0.79
H -0.17 2.36 -0.45
H 1.19 1.74 0.38
C 0.03 0.06 -2.47
C 0.57 -1.26 -2.29
C -0.25 -2.24 -3.00
O -1.65 -2.13 -2.76
C -2.21 -3.43 -2.50
N 1.94 -1.40 -2.72
H 0.44 0.70 -1.89
H -1.05 0.15 -2.53
H 0.30 0.43 -3.41
H 0.55 -1.68 -1.33
H 0.08 -3.18 -2.62
H -0.07 -2.31 -4.05
H -2.48 -3.47 -1.41
H -1.62 -4.25 -2.86
H -3.08 -3.51 -3.08
H 2.00 -1.06 -3.73
H 2.58 -0.70 -2.32
*
```


Which of them is the most stable? Correct choice: arrangement i.


Arrangement i

Density functional theory data (the ωB97M-V functional and the def2-TZVPD basis) for one molecule with the formula CH4Cl2N2.

Summary:
Orbital gap, eV: 10.21
Molecular weight, g/mol: 114.96
SMILES string: ClNCNCl
LUMO level, eV: 0.3
HOMO energy, Ha: -0.363

ORCA input file:
```
! wB97M-V def2-TZVPD RIJCOSX def2/J DEFGRID3
* xyz 0 1
C 0.00 0.37 0.00
N -1.15 -0.50 -0.08
N 1.15 -0.50 0.08
Cl -2.63 0.42 0.01
Cl 2.63 0.42 -0.01
H 0.00 1.01 0.90
H 0.00 1.02 -0.90
H -1.16 -1.13 0.72
H 1.16 -1.13 -0.72
*
```


Arrangement ii

Density functional theory data (the ωB97M-V functional and the def2-TZVPD basis) for a 2-piece molecular cluster, CH4Cl2N2 overall.

Summary:
Orbital gap (spin up / spin down), eV: 6.38 / 8.20
Molecular weight, g/mol: 114.96
LUMO level (spin up / spin down), eV: -1.0 / -0.5
HOMO energy (spin up / spin down), Ha: -0.271 / -0.321

ORCA input file:
```
! wB97M-V def2-TZVPD RIJCOSX def2/J DEFGRID3
* xyz 0 1
C 0.52 0.65 0.40
N -1.78 -0.42 0.95
N 0.77 -0.12 -0.65
Cl -1.80 -1.20 -0.47
Cl 1.85 -1.59 -0.30
H 1.12 0.56 1.23
H -0.36 1.24 0.34
H -2.42 0.40 0.74
H 0.00 -0.32 -1.24
*
```


Which of them is the most stable? Correct choice: arrangement i.


Arrangement i

Density functional theory data (the ωB97M-V functional and the def2-TZVPD basis) for one molecule with the formula C2H5NOS.

Summary:
Orbital gap, eV: 8.74
Molecular weight, g/mol: 91.13
LUMO level, eV: 0.0
HOMO energy, Ha: -0.323

ORCA input file:
```
! wB97M-V def2-TZVPD RIJCOSX def2/J DEFGRID3
* xyz 0 1
C -0.18 -1.79 -0.57
C 0.23 0.47 0.28
N -0.68 -0.56 0.43
O -0.24 -4.12 -1.39
S -1.09 -3.08 -0.83
H 0.95 -1.68 -0.70
H 1.17 0.28 0.82
H 0.55 0.68 -0.75
H -0.19 1.32 0.61
H -1.73 -0.37 0.25
*
```


Arrangement ii

Density functional theory data (the ωB97M-V functional and the def2-TZVPD basis) for a 2-piece molecular cluster, C2H5NOS overall.

Summary:
Orbital gap (spin up / spin down), eV: 9.75 / 6.13
Molecular weight, g/mol: 91.13
LUMO level (spin up / spin down), eV: -0.7 / -2.4
HOMO energy (spin up / spin down), Ha: -0.383 / -0.314

ORCA input file:
```
! wB97M-V def2-TZVPD RIJCOSX def2/J DEFGRID3
* xyz 0 1
C 0.87 -0.43 -0.22
C -0.34 0.33 -0.23
N -1.72 -1.35 1.37
O -1.75 -3.86 1.69
S -1.40 -2.72 0.85
H 0.78 -1.08 0.62
H 0.91 -1.27 -1.10
H 1.84 0.13 -0.27
H -1.31 -0.17 -0.63
H -0.52 1.20 0.35
*
```


Arrangement iii

Density functional theory data (the ωB97M-V functional and the def2-TZVPD basis) for a 2-piece molecular cluster, C2H5NOS overall.

Summary:
Orbital gap, eV: 8.65
Molecular weight, g/mol: 91.13
LUMO level, eV: -0.7
HOMO energy, Ha: -0.342

ORCA input file:
```
! wB97M-V def2-TZVPD RIJCOSX def2/J DEFGRID3
* xyz 0 1
C 0.87 1.49 0.14
C -1.31 0.46 0.04
H 1.42 1.13 1.02
H 1.47 2.21 -0.68
H 0.19 2.45 0.54
H 0.15 -2.02 1.22
H -1.62 1.44 0.06
N 0.01 0.51 -0.31
O -1.95 -0.60 0.00
S 1.04 -0.98 -0.07
*
```


Which of them is the most stable? Correct choice: arrangement i.


Arrangement i

Density functional theory data (the ωB97M-V functional and the def2-TZVPD basis) for one molecule with the formula C2H5NOS.

Summary:
Orbital gap, eV: 10.16
Molecular weight, g/mol: 91.13
SMILES string: CC(=O)NS
LUMO level, eV: 0.6
HOMO energy, Ha: -0.353

ORCA input file:
```
! wB97M-V def2-TZVPD RIJCOSX def2/J DEFGRID3
* xyz 0 1
C 0.80 1.56 0.03
C 0.97 -0.12 0.07
H -0.07 1.71 -0.64
H 1.78 2.14 -0.26
H 0.58 1.83 1.14
H -0.01 -1.89 0.28
H -2.07 0.05 1.16
N -0.23 -0.79 0.23
O 2.03 -0.82 -0.15
S -1.59 -0.02 -0.17
*
```


Arrangement ii

Density functional theory data (the ωB97M-V functional and the def2-TZVPD basis) for one molecule with the formula C2H5NOS.

Summary:
Orbital gap, eV: 9.84
Molecular weight, g/mol: 91.13
SMILES string: O/N=C\CS
LUMO level, eV: 0.8
HOMO energy, Ha: -0.332

ORCA input file:
```
! wB97M-V def2-TZVPD RIJCOSX def2/J DEFGRID3
* xyz 0 1
C -0.34 -0.95 0.44
C 0.45 -0.49 -0.73
H -1.26 1.05 0.14
H -0.58 -2.08 0.43
H 0.23 -0.68 1.39
H 0.49 -1.11 -1.59
H 1.30 2.20 0.06
N 0.85 0.68 -0.97
O 0.77 1.43 0.22
S -1.91 -0.05 0.59
*
```


Which of them is the most stable? Correct choice: arrangement i.


Arrangement i

Density functional theory data (the ωB97M-V functional and the def2-TZVPD basis) for a 2-piece molecular cluster, C4H11N2O2 overall.

Summary:
Orbital gap, eV: 8.57
Molecular weight, g/mol: 119.14
LUMO level, eV: 4.2
HOMO energy, Ha: -0.161

ORCA input file:
```
! wB97M-V def2-TZVPD RIJCOSX def2/J DEFGRID3
* xyz -1 1
O -0.04 1.94 0.75
C 0.62 1.17 1.48
O 1.03 -0.02 1.21
C 0.84 1.64 2.95
H 1.56 2.47 2.98
H -0.08 2.03 3.31
H 1.20 0.76 3.53
C 0.88 -0.25 -1.72
N -0.55 0.10 -1.47
C -1.33 -0.97 -0.81
N -1.54 -2.21 -1.56
H 1.49 0.62 -1.57
H 1.25 -0.95 -0.99
H 1.05 -0.67 -2.70
H -0.53 0.90 -0.77
H -2.35 -0.58 -0.58
H -0.83 -1.27 0.12
H -2.01 -2.04 -2.45
H -0.64 -2.69 -1.72
*
```


Arrangement ii

Density functional theory data (the ωB97M-V functional and the def2-TZVPD basis) for an isolated ion of composition C4H11N2O2 and charge -1.

Summary:
Orbital gap, eV: 6.14
Molecular weight, g/mol: 119.14
SMILES string: NC[C@H](CO)NC[O-]
LUMO level, eV: 3.6
HOMO energy, Ha: -0.092

ORCA input file:
```
! wB97M-V def2-TZVPD RIJCOSX def2/J DEFGRID3
* xyz -1 1
C -0.25 -0.13 1.37
N 0.82 -0.60 2.24
C 0.13 0.11 -0.11
C 0.51 1.66 -0.31
O 1.45 2.00 0.63
N -1.00 -0.21 -0.98
C -0.78 -1.36 -2.06
O -0.13 -0.87 -3.04
H -0.66 0.87 1.74
H -1.40 -0.46 1.35
H 1.31 -1.38 1.80
H 0.47 -1.08 3.03
H 1.02 -0.38 -0.38
H 0.93 1.66 -1.33
H -0.39 2.27 -0.17
H 1.52 1.27 1.38
H -1.59 0.41 -1.44
H -0.18 -1.97 -1.45
H -1.77 -1.81 -2.26
*
```


Which of them is the most stable? Correct choice: arrangement i.